Molecular formula: C23H25N5O4S
Method: DFT, ωB97M-V/def2-TZVPD

Last column: natural (NBO) charge in e.
Positions of all 58 atoms, in Å:
C 3.617 -0.843 1.263  -0.659
C 2.359 -0.151 1.629  0.210
N 1.922 -0.126 2.857  -0.158
O 0.781 0.623 2.869  -0.285
C 0.500 1.067 1.627  0.424
C -0.671 1.845 1.485  -0.438
C -1.093 2.346 0.298  0.144
N -2.237 3.009 0.115  -0.555
C -2.727 3.483 -1.166  -0.221
C -1.900 2.979 -2.318  -0.095
C -0.952 3.782 -2.939  -0.149
C -0.196 3.256 -3.972  -0.244
C -0.412 1.937 -4.335  0.049
N -1.314 1.163 -3.756  -0.436
C -2.037 1.672 -2.776  0.059
C 1.492 0.583 0.773  -0.598
S 1.848 0.683 -0.941  2.339
O 3.259 0.906 -1.077  -0.943
O 0.988 1.591 -1.652  -0.955
N 1.559 -0.920 -1.458  -0.663
C 2.368 -1.259 -2.613  -0.431
C 0.144 -1.179 -1.683  -0.351
C -0.690 -1.059 -0.413  0.693
O -1.606 -0.258 -0.343  -0.627
N -0.390 -1.919 0.586  -0.436
C 0.616 -2.976 0.516  -0.219
C 0.876 -3.399 1.969  -0.437
C -0.261 -2.765 2.713  0.045
C -0.628 -2.901 4.033  -0.220
C -1.712 -2.172 4.504  -0.216
C -2.406 -1.325 3.659  -0.205
C -2.043 -1.178 2.328  -0.228
C -0.961 -1.904 1.868  0.123
H 4.315 -0.116 0.854  0.255
H 3.438 -1.587 0.490  0.222
H 4.043 -1.311 2.146  0.234
H -1.253 1.961 2.388  0.221
H -0.475 2.226 -0.578  0.250
H -2.868 3.099 0.898  0.392
H -2.729 4.582 -1.167  0.196
H -3.762 3.141 -1.287  0.207
H -0.802 4.801 -2.611  0.214
H 0.555 3.849 -4.469  0.222
H 0.161 1.474 -5.128  0.190
H -2.744 0.996 -2.314  0.209
H 3.370 -0.879 -2.431  0.244
H 1.975 -0.809 -3.530  0.189
H 2.397 -2.344 -2.725  0.203
H -0.273 -0.470 -2.411  0.257
H 0.045 -2.194 -2.080  0.224
H 1.511 -2.609 0.018  0.231
H 0.205 -3.811 -0.065  0.192
H 0.891 -4.483 2.083  0.222
H 1.823 -3.002 2.339  0.226
H -0.078 -3.560 4.689  0.213
H -2.012 -2.267 5.536  0.212
H -3.248 -0.764 4.039  0.210
H -2.578 -0.516 1.669  0.248

As for the energy above the lowest of the compared OMol25 structures with the same formula, charge and spin: 73.8 kcal per mole. As for the charge: 0. The highest occupied orbital energy is -7.49 eV. Its lowest unoccupied orbital energy is 0.614 eV. The molecular weight is 467.6 g mol⁻¹. The total energy is -50730.9941 eV. Its orbital gap is 8.10 eV.